*one*
Below is a cluster of 3 separate species, C3H11NO2 in total, with properties calculated with the ωB97M-V functional and the def2-TZVPD basis.

Each line ends with the Mulliken charge.
Geometry (Å):
C: 3.261 -1.692 1.442  -0.999
C: 1.891 -1.328 1.906  -0.239
C: 1.140 -0.320 1.425  -0.180
N: 1.314 0.165 0.113  -0.481
H: 4.018 -1.649 2.228  0.312
H: 3.287 -2.737 1.122  0.251
H: 3.651 -1.004 0.697  0.278
H: 1.440 -1.922 2.694  0.305
H: 0.549 0.399 1.985  0.326
H: 1.553 1.142 0.035  0.206
H: 1.922 -0.358 -0.506  0.226
O: -1.897 1.472 -2.421  -0.594
H: -1.242 0.949 -2.898  0.305
H: -1.607 2.379 -2.320  0.289
O: -4.501 1.114 -1.346  -0.612
H: -4.253 0.204 -1.541  0.304
H: -4.958 1.043 -0.500  0.302

SMILES string   C/C=C\N.O.O
HOMO-LUMO gap   8.713 eV
Charge   0

*two*
Below is a cluster of 3 separate species, C3H11NO2 in total, with properties calculated with the ωB97M-V functional and the def2-TZVPD basis.

Each line ends with the Mulliken charge.
Geometry (Å):
C: -0.969 0.497 2.427  -0.703
C: -0.242 1.459 1.909  0.032
C: 0.040 2.746 2.630  -0.585
N: -0.664 3.923 2.049  -0.617
H: -1.189 -0.416 1.895  0.267
H: -1.236 0.639 3.456  0.226
H: 0.226 1.462 0.928  0.315
H: -0.380 2.667 3.638  0.312
H: 1.097 2.977 2.718  0.241
H: -1.589 3.914 2.463  0.269
H: -0.877 3.728 1.073  0.242
O: -0.784 -5.230 -4.565  -0.644
H: -1.258 -4.908 -3.793  0.323
H: -0.666 -6.176 -4.411  0.322
O: 2.816 -2.205 -3.835  -0.645
H: 2.460 -3.096 -3.903  0.325
H: 3.214 -1.981 -4.679  0.320

SMILES string   C=CCN.O.O
HOMO-LUMO gap   10.206 eV
Charge   0

Order from most stable to least stable according to the calculation: *two*, *one*

*one*
Below is a cluster of 3 separate species, C3H11NO2 in total, with properties calculated with the ωB97M-V functional and the def2-TZVPD basis.

Each line ends with the Mulliken charge.
Geometry (Å):
C: -1.204 -0.167 0.333  -1.187
C: 0.052 -0.952 0.828  0.591
C: 1.398 -0.229 0.403  -1.220
N: -0.196 -1.128 2.192  -0.434
H: -1.155 0.815 0.777  0.392
H: -2.108 -0.640 0.716  0.418
H: -1.127 -0.264 -0.797  0.365
H: 1.411 0.004 -0.638  0.315
H: 2.212 -0.932 0.584  0.383
H: 0.382 -1.891 2.578  0.313
H: 1.515 0.617 1.086  0.342
H: -1.002 0.346 -3.032  0.209
H: -0.353 1.512 -1.521  0.408
O: -0.411 0.218 -2.273  -0.801
H: 0.669 2.196 -0.541  0.270
H: 0.067 -1.903 0.297  0.374
O: -0.152 2.398 -0.993  -0.738

HOMO-LUMO gap   4.372 eV
Charge   0

*two*
Below is a cluster of 3 separate species, C3H11NO2 in total, with properties calculated with the ωB97M-V functional and the def2-TZVPD basis.

Each line ends with the Mulliken charge.
Geometry (Å):
C: -0.550 -1.472 -2.007  -0.886
C: -0.376 -0.199 -1.611  0.064
N: 0.776 0.574 -1.629  -0.236
C: 0.685 1.902 -1.081  -0.813
H: 0.284 -2.155 -2.121  0.244
H: -1.548 -1.836 -2.189  0.249
H: -1.278 0.408 -1.579  0.280
H: 1.590 0.011 -1.464  0.250
H: 1.615 2.279 -0.671  0.336
H: 0.329 2.676 -1.774  0.256
H: -0.039 1.889 -0.254  0.275
O: 0.025 1.133 2.772  -0.646
H: -0.855 1.520 2.779  0.308
H: -0.023 0.191 2.571  0.344
O: -0.351 -1.930 2.754  -0.664
H: -0.287 -2.542 2.013  0.323
H: 0.002 -2.449 3.490  0.316

SMILES string   C=CNC.O.O
HOMO-LUMO gap   8.582 eV
Charge   0

*three*
Below is a cluster of 3 separate species, C3H11NO2 in total, with properties calculated with the ωB97M-V functional and the def2-TZVPD basis.

Each line ends with the Mulliken charge.
Geometry (Å):
C: 2.610 0.034 -0.283  -0.793
C: 1.334 0.083 0.081  0.408
C: 0.988 0.977 1.250  -0.892
N: 0.223 -0.341 -0.778  -0.462
H: 2.869 0.135 -1.304  0.257
H: 3.378 0.220 0.475  0.273
H: 1.825 1.381 1.884  0.344
H: 0.416 0.392 1.948  0.251
H: 0.245 1.778 0.722  0.184
H: -0.375 -1.033 -0.336  0.286
H: 0.573 -0.704 -1.659  0.170
O: -1.997 -1.747 0.637  -0.594
H: -2.680 -1.801 1.227  0.264
H: -2.649 -1.779 -0.024  0.289
O: -2.624 0.607 -1.337  -0.670
H: -2.241 1.433 -1.724  0.309
H: -1.895 0.364 -0.778  0.376

SMILES string   C=C(C)N.O.O
HOMO-LUMO gap   8.979 eV
Charge   0

*four*
Below is a structure of composition C3H11NO2, with properties calculated with the ωB97M-V functional and the def2-TZVPD basis.

Each line ends with the Mulliken charge.
Geometry (Å):
C: 0.196 -2.468 0.278  -1.140
C: 0.596 -1.330 -0.617  0.213
C: -0.398 -0.350 -0.865  -0.251
N: -0.252 0.808 -1.615  -0.313
H: -0.396 -2.053 1.094  0.306
H: 0.987 -2.940 0.847  0.381
H: -0.394 -3.279 -0.214  0.298
H: 1.496 -1.353 -1.226  0.438
H: -1.396 -0.728 -0.711  0.294
H: 0.442 1.340 -1.072  0.249
H: -0.323 0.911 -2.609  0.230
H: -0.412 1.228 1.169  0.403
H: 1.307 2.962 0.717  0.143
O: 0.729 2.228 0.516  -1.030
H: -0.796 0.955 2.546  0.306
H: 0.466 -0.259 0.066  0.126
O: -0.918 0.529 1.694  -0.653

HOMO-LUMO gap   6.779 eV
Charge   0

Order from most stable to least stable according to the calculation: *two*, *three*, *four*, *one*

*one*
Below is a cluster of 2 separate species, C4H10O2 in total, with properties calculated with the ωB97M-V functional and the def2-TZVPD basis.

Each line ends with the Mulliken charge.
Geometry (Å):
C: 2.425 -0.568 -0.425  -0.744
O: 1.291 -0.190 0.311  -0.324
C: 0.146 0.026 -0.473  -0.628
C: -0.971 0.162 0.527  0.328
C: -2.299 0.542 -0.058  -0.930
O: -0.983 -0.778 1.497  -0.507
H: 2.249 -1.497 -0.987  0.313
H: 2.722 0.220 -1.131  0.279
H: 3.233 -0.729 0.292  0.249
H: -0.036 -0.827 -1.148  0.402
H: 0.216 0.944 -1.077  0.342
H: -0.570 1.396 1.173  0.051
H: -3.185 0.213 0.503  0.294
H: -2.433 0.455 -1.153  0.271
H: -1.763 1.463 0.424  0.242
H: -0.042 -0.833 1.726  0.361

HOMO-LUMO gap   9.775 eV
Charge   0

*two*
Below is a cluster of 2 separate species, C4H10O2 in total, with properties calculated with the ωB97M-V functional and the def2-TZVPD basis.

Each line ends with the Mulliken charge.
Geometry (Å):
O: -0.171 0.116 -0.720  -0.406
C: -0.778 -1.148 -0.653  -0.420
C: -0.950 -1.652 0.785  -0.349
O: -1.724 -2.829 0.856  -0.519
H: 0.755 0.196 -0.278  0.280
H: -1.760 -1.045 -1.125  0.251
H: -0.206 -1.892 -1.233  0.308
H: 0.043 -1.805 1.238  0.314
H: -1.487 -0.907 1.377  0.258
H: -1.315 -3.506 0.308  0.298
C: 0.648 2.634 -0.195  -0.126
C: 1.848 2.081 0.000  -0.901
H: 0.283 2.872 -1.181  0.229
H: -0.053 2.767 0.613  0.222
H: 2.275 2.021 0.991  0.292
H: 2.593 2.097 -0.782  0.269

SMILES string   OCCO.C=C
HOMO-LUMO gap   10.834 eV
Charge   0

*three*
Below is the molecule C4H10O2, with properties calculated with the ωB97M-V functional and the def2-TZVPD basis.

Each line ends with the Mulliken charge.
Geometry (Å):
C: 0.785 1.395 0.701  -1.596
C: 0.081 0.097 0.313  0.722
C: 0.708 -0.644 -0.881  -0.636
O: 0.628 -2.054 -0.684  -0.524
C: -1.415 0.321 0.081  -0.690
O: -2.059 -0.813 -0.460  -0.518
H: 1.869 1.249 0.777  0.396
H: 0.600 2.194 -0.027  0.353
H: 0.430 1.748 1.676  0.387
H: 0.180 -0.608 1.153  0.207
H: 1.751 -0.330 -1.044  0.333
H: 0.147 -0.459 -1.802  0.240
H: 1.268 -2.287 0.001  0.331
H: -1.890 0.633 1.026  0.313
H: -1.554 1.146 -0.633  0.338
H: -1.529 -1.591 -0.240  0.347

SMILES string   CC(CO)CO
HOMO-LUMO gap   10.905 eV
Charge   0

Order from most stable to least stable according to the calculation: *three*, *two*, *one*